P:
Molecular formula: C25H36Br2GeN5Y
Method: DFT, wB97M-V/def2-TZVPD

Computed properties:
* total charge: +4
* highest occupied orbital energy: -18.9929 eV
* orbital gap: 7.48 eV

Last column: Mulliken charge in e.
CARTESIAN COORDINATES (ANGSTROEM)
Y -1.407 -2.069 -1.179  1.115
C 0.780 -4.620 -1.611  -1.074
N -0.325 -4.254 -0.683  -0.333
C 0.127 -4.189 0.740  -0.532
C -0.943 -3.519 1.540  -0.176
N -1.672 -2.522 1.024  0.459
C -2.564 -2.131 2.043  0.516
C -3.560 -1.159 2.059  -0.829
C -4.292 -1.033 3.223  -0.797
C -4.043 -1.845 4.343  -0.566
C -3.057 -2.811 4.337  -1.093
C -2.329 -2.930 3.160  0.846
N -1.295 -3.795 2.788  -0.047
C 1.255 -3.388 -2.312  0.317
N 0.527 -2.268 -2.338  0.239
C 1.234 -1.371 -3.165  0.598
C 0.929 -0.073 -3.567  -0.457
C 1.823 0.545 -4.420  -0.962
C 2.991 -0.102 -4.856  -0.613
C 3.303 -1.387 -4.459  -0.961
C 2.392 -2.001 -3.608  0.700
N 2.364 -3.276 -3.034  -0.027
H 1.595 -5.121 -1.084  0.468
H 0.402 -5.328 -2.352  0.469
H -1.018 -5.001 -0.732  0.310
H 0.360 -5.183 1.128  0.617
H 1.046 -3.597 0.781  0.341
H -3.771 -0.525 1.204  0.357
H -5.080 -0.295 3.280  0.457
H -4.645 -1.711 5.232  0.451
H -2.872 -3.438 5.199  0.478
H -0.894 -4.518 3.372  0.270
H 0.025 0.439 -3.250  0.365
H 1.618 1.546 -4.776  0.472
H 3.658 0.418 -5.530  0.445
H 4.199 -1.884 -4.805  0.475
H 3.055 -4.001 -3.175  0.273
Br -2.854 -1.192 -3.647  -0.044
C -4.329 -2.414 -3.300  -0.476
Br -4.031 -3.351 -1.619  -0.043
H -4.356 -3.144 -4.101  0.431
H -5.240 -1.834 -3.204  0.431
C 3.491 6.129 1.343  -1.418
C 2.100 5.588 1.608  0.096
C 0.968 6.612 1.612  -0.526
C -0.378 5.871 1.653  -0.840
Ge 0.016 4.470 0.380  0.348
C -0.179 2.537 0.664  -0.990
C 0.926 1.670 0.044  -0.735
C 0.970 0.191 0.460  1.460
C 0.854 -0.058 1.959  -1.630
H 4.244 5.345 1.334  0.398
H 3.739 6.819 2.152  0.373
H 3.534 6.683 0.407  0.362
H 2.062 4.968 2.507  0.422
H 1.927 4.815 0.743  -0.013
H 1.033 7.243 0.724  0.357
H 1.083 7.269 2.475  0.416
H -1.232 6.478 1.358  0.477
H -0.580 5.431 2.629  0.416
H 0.251 4.857 -1.081  0.207
H -1.160 2.296 0.233  0.370
H -0.259 2.388 1.741  0.536
H 1.902 2.059 0.351  0.343
H 0.910 1.752 -1.045  0.384
H 1.924 -0.201 0.098  0.503
H 0.239 -0.504 -0.045  -1.359
H 1.583 0.545 2.502  0.450
H 1.062 -1.101 2.203  0.365
H -0.138 0.181 2.346  0.358

***

Q:
Molecular formula: C25H36Br2GeN5Y
Method: DFT, wB97M-V/def2-TZVPD

Computed properties:
* total charge: +4
* highest occupied orbital energy: -19.2767 eV
* orbital gap: 5.20 eV

Last column: Mulliken charge in e.
CARTESIAN COORDINATES (ANGSTROEM)
Y -0.699 1.379 -0.259  1.147
C 2.202 1.432 1.528  -0.802
N 1.805 1.699 0.106  -0.308
C 2.264 3.050 -0.359  -1.091
C 1.099 3.946 -0.615  0.267
N -0.165 3.507 -0.602  0.171
C -0.957 4.622 -0.946  0.502
C -2.339 4.758 -1.063  -0.386
C -2.816 6.002 -1.430  -0.909
C -1.953 7.083 -1.670  -0.582
C -0.583 6.962 -1.541  -0.995
C -0.116 5.708 -1.173  0.728
N 1.176 5.227 -0.947  -0.018
C 1.044 0.960 2.345  -0.183
N -0.197 0.862 1.852  0.032
C -0.998 0.398 2.919  0.652
C -2.362 0.127 2.980  -0.572
C -2.859 -0.305 4.196  -0.846
C -2.028 -0.464 5.317  -0.597
C -0.672 -0.200 5.265  -1.031
C -0.186 0.230 4.037  0.784
N 1.098 0.596 3.619  -0.007
H 3.007 0.694 1.559  0.512
H 2.607 2.342 1.974  0.543
H 2.327 1.034 -0.460  0.255
H 2.938 3.499 0.371  0.504
H 2.845 2.935 -1.278  0.498
H -3.033 3.957 -0.829  0.492
H -3.882 6.160 -1.519  0.454
H -2.377 8.037 -1.951  0.447
H 0.078 7.801 -1.714  0.464
H 2.029 5.768 -1.024  0.273
H -3.035 0.257 2.137  0.330
H -3.914 -0.518 4.297  0.471
H -2.466 -0.797 6.248  0.444
H -0.039 -0.317 6.134  0.474
H 1.926 0.610 4.203  0.284
Br -1.167 1.526 -3.283  -0.019
C -3.081 1.457 -2.987  -0.576
Br -3.508 0.949 -1.142  -0.108
H -3.509 0.699 -3.634  0.462
H -3.486 2.450 -3.149  0.535
C 0.513 -5.756 -2.767  -1.540
C 0.343 -4.240 -2.758  -0.063
C -1.008 -3.842 -2.178  -0.815
C -1.320 -2.302 -2.267  -0.478
Ge -0.524 -1.977 -0.554  -0.215
C 1.295 -2.153 0.077  -0.329
C 1.217 -3.587 0.695  -0.801
C 2.625 -4.050 1.123  -0.735
C 3.537 -4.372 -0.048  -1.048
H 1.516 -6.031 -3.086  0.386
H -0.191 -6.222 -3.456  0.427
H 0.346 -6.182 -1.775  0.361
H 0.410 -3.843 -3.773  0.500
H 1.168 -3.783 -2.194  0.061
H -1.167 -4.252 -1.159  0.370
H -1.827 -4.308 -2.739  0.516
H -2.385 -2.086 -2.207  0.510
H -0.877 -1.840 -3.144  0.511
H -1.527 -2.215 0.584  0.214
H 1.570 -1.452 0.866  0.399
H 1.987 -2.092 -0.762  0.644
H 0.852 -4.323 -0.029  0.162
H 0.553 -3.580 1.562  0.625
H 2.471 -4.937 1.740  0.409
H 3.057 -3.285 1.776  0.319
H 3.042 -5.035 -0.761  0.211
H 4.427 -4.893 0.302  0.407
H 3.879 -3.481 -0.579  0.297

***

Out of the structures above, which one is the most stable? Solution: P.